ORCA calculation (ωB97M-V with the def2-TZVPD basis set) on one molecule with the formula C5H6O2.

Calculated values
energy = -344.53269 Eh
ΔE to the lowest compared entry with this formula, charge and spin = 43.4 kcal per mole
structure (SMILES) = C/C=C/[C@@H]1OC1=O
max |F| = 0.019 Eh/bohr
total charge = 0
multiplicity = 1
HOMO = -10.04 eV
orbital gap = 10.45 eV

Each line ends with the Mulliken charge.
Geometry (Å):
C 1.86 0.97 0.52  -1.1538
C 0.56 0.23 0.43  0.0373
C 0.15 -0.44 -0.66  -0.3556
C -1.20 -1.04 -0.74  -0.2216
O -2.54 -0.15 -1.10  -0.3814
C -2.26 -0.53 0.13  0.6745
O -2.58 -0.32 1.27  -0.5502
H 1.65 2.04 0.70  0.2894
H 2.47 0.63 1.36  0.3101
H 2.44 0.90 -0.41  0.3181
H -0.07 0.27 1.31  0.3473
H 0.84 -0.61 -1.49  0.2844
H -1.32 -1.95 -1.32  0.4014